Entry 1:
# C8H11NO3

One molecule with the formula C8H11NO3 in a non-equilibrium geometry (ωB97M-V/def2-TZVPD, the OMol25 dataset).

```
23
Properties=species:S:1:pos:R:3:mulliken_charge:R:1
C -1.182 2.072 1.017 -0.98
C -0.681 1.769 -0.463 -0.72
C 1.537 1.069 -0.611 0.05
C 2.546 0.160 -0.738 -0.59
C 2.418 -1.221 -0.148 0.49
C 1.041 -1.502 0.266 0.17
C -0.029 -0.691 -0.153 0.67
C -1.300 -1.270 -0.352 -0.93
H -1.384 1.106 1.656 0.22
H -0.321 2.368 1.716 0.31
H -2.059 2.716 0.869 0.38
H -1.553 1.606 -1.009 0.38
H -0.309 2.674 -0.967 0.40
H 1.466 2.165 -0.932 0.19
H 3.535 0.248 -1.404 0.22
H -0.201 -2.768 1.255 0.39
H -1.072 -2.158 -1.010 0.32
H -2.082 -0.794 -1.057 0.36
H -2.864 -1.762 0.872 0.32
N 0.222 0.640 -0.404 0.13
O 3.362 -2.094 -0.242 -0.68
O 0.826 -2.762 0.963 -0.57
O -1.915 -1.571 0.877 -0.54
```

Summary:
E_HOMO   -7.88 eV
Energy   -16103.2348 eV
Relative energy (zero: lowest compared OMol25 entry of this formula, charge and spin)   3.9148 eV
SMILES string   CCn1ccc(=O)c(O)c1CO
M   169.2 g mol⁻¹

Entry 2:
# C25H32N2O4

One molecule with the formula C25H32N2O4 (ωB97M-V/def2-TZVPD, the OMol25 dataset).

```
63
Properties=species:S:1:pos:R:3:mulliken_charge:R:1
C -6.556 -1.682 1.126 -1.12
C -6.223 -0.227 1.425 -0.31
H -6.454 0.025 2.463 0.34
H -6.774 0.433 0.748 0.33
O -4.825 0.028 1.284 -0.27
C -4.372 0.259 0.045 -0.73
O -5.083 0.288 -0.925 -0.62
C -2.872 0.536 0.042 2.51
C -2.367 0.558 -1.405 -1.76
C -0.949 1.108 -1.503 -0.32
N -0.886 2.448 -0.949 0.08
C -1.263 2.457 0.449 -0.36
C -2.696 1.957 0.613 -1.70
H -3.358 2.632 0.067 0.47
H -2.975 1.974 1.668 0.47
H -0.580 1.850 1.068 0.23
H -1.209 3.489 0.807 0.45
C 0.380 3.118 -1.213 -2.04
C 1.583 2.440 -0.603 0.77
C 1.976 2.724 0.700 -0.62
C 3.030 2.052 1.285 -0.84
C 3.729 1.078 0.575 0.97
C 3.354 0.796 -0.734 -0.63
C 2.290 1.469 -1.303 -0.34
H 2.011 1.237 -2.321 0.33
H 3.896 0.057 -1.298 0.52
N 4.792 0.438 1.224 -0.13
C 5.637 -0.527 0.759 0.83
O 5.588 -1.016 -0.346 -0.62
C 6.665 -0.933 1.799 -1.44
H 7.306 -1.704 1.381 0.37
H 7.273 -0.077 2.081 0.37
H 6.170 -1.322 2.686 0.34
H 4.950 0.758 2.169 0.20
H 3.321 2.287 2.301 0.32
H 1.458 3.487 1.263 0.36
H 0.496 3.168 -2.300 0.50
H 0.293 4.139 -0.829 0.56
H -0.240 0.423 -1.008 0.33
H -0.668 1.167 -2.558 0.40
H -3.037 1.195 -1.985 0.52
H -2.399 -0.443 -1.831 0.58
C -2.157 -0.496 0.927 -1.19
C -2.317 -1.946 0.453 -0.83
O -1.539 -2.268 -0.678 -0.49
C -0.178 -2.309 -0.576 0.52
C 0.507 -2.398 -1.789 -0.21
C 1.884 -2.466 -1.813 -0.78
C 2.607 -2.442 -0.630 -0.40
C 1.931 -2.352 0.571 -0.52
C 0.547 -2.287 0.610 -0.38
H 0.052 -2.230 1.567 0.35
H 2.483 -2.332 1.501 0.41
H 3.684 -2.484 -0.650 0.49
H 2.400 -2.534 -2.759 0.39
H -0.072 -2.414 -2.700 0.44
H -3.347 -2.129 0.134 0.41
H -2.090 -2.633 1.279 0.31
H -1.094 -0.260 0.966 0.64
H -2.561 -0.423 1.938 0.55
H -5.970 -2.341 1.763 0.28
H -7.612 -1.859 1.307 0.42
H -6.336 -1.905 0.085 0.29
```

Summary:
E_HOMO   -8.18 eV
Energy   -37615.8318 eV
Relative energy (zero: lowest compared OMol25 entry of this formula, charge and spin)   1.2058 eV
SMILES string   CCOC(=O)C1(CCOc2ccccc2)CCN(Cc2ccc(NC(C)=O)cc2)CC1
M   424.5 g mol⁻¹

Entry 3:
# C14H22F3ILiO5

C14H22F3ILiO5 as an isolated structure in a non-equilibrium geometry (ωB97M-V/def2-TZVPD, the OMol25 dataset).

```
46
Properties=species:S:1:pos:R:3:mulliken_charge:R:1
C 3.840 -1.367 0.854 -1.02
C 3.484 -0.034 1.502 -0.04
O 2.440 -0.168 2.462 -0.41
C 1.132 -0.025 2.053 -0.30
C 0.751 -0.365 0.625 -1.50
C -0.580 0.410 0.419 2.77
C -1.841 -0.295 0.983 -1.33
C -1.911 -1.816 0.841 -0.94
O -2.556 -2.208 -0.386 -0.41
C -1.772 -2.157 -1.515 -0.44
C -1.893 -3.352 -2.433 0.89
F -3.037 -3.357 -3.113 -0.24
F -1.742 -4.515 -1.833 -0.22
F -0.882 -3.192 -3.369 -0.33
C -0.766 0.703 -1.102 -0.31
O -0.409 1.961 -1.581 -0.38
C 0.903 2.095 -2.086 -0.43
C -0.180 1.686 1.170 -0.22
C -1.290 2.614 1.657 -0.86
C -1.574 3.695 0.647 0.19
O -2.551 3.752 -0.026 -0.45
I -0.028 5.186 0.431 0.01
O 0.614 1.282 2.285 -0.47
H 3.227 -1.568 -0.027 0.17
H 4.893 -1.415 0.597 0.41
H 3.605 -2.155 1.569 0.29
H 3.264 0.741 0.766 0.10
H 4.348 0.322 2.061 0.43
H 0.552 -0.700 2.700 0.32
H 0.764 -1.430 0.410 0.59
H 1.431 0.070 -0.115 0.41
H -2.732 0.094 0.492 0.48
H -1.915 -0.052 2.043 0.65
H -0.941 -2.301 0.929 0.43
H -2.539 -2.231 1.625 0.39
H -0.708 -2.032 -1.289 0.43
H -2.126 -1.311 -2.137 0.26
H -1.824 0.579 -1.347 0.56
H -0.225 -0.109 -1.638 -1.09
H 1.663 2.039 -1.303 0.21
H 0.975 3.075 -2.549 0.30
H 1.111 1.334 -2.854 0.12
H 0.461 2.313 0.546 0.29
H -2.242 2.130 1.862 0.24
H -0.946 3.073 2.583 0.51
Li -0.247 -0.999 -3.407 0.97
```

Summary:
E_HOMO   -11.98 eV
Energy   -41562.5625 eV
Total charge   +1
M   461.2 g mol⁻¹

Values of frontier orbital gap, in order: 0.2930, 0.3221, 0.2672, all in Ha.